The following is a DFT calculation (the ωB97M-V functional and the def2-TZVPD basis) of the molecule C6H10O.

Positions of all 17 atoms, in Å:
O1 1.875 -0.828 1.183
C1 1.330 -0.497 -0.088
C2 1.121 0.977 -0.189
C3 -0.070 1.563 -0.276
C4 -1.387 0.809 -0.165
C5 -1.167 -0.629 0.324
C6 0.031 -1.254 -0.395
H1 1.301 -0.395 1.828
H2 2.094 -0.782 -0.822
H3 1.998 1.618 -0.235
H4 -0.053 2.605 -0.544
H5 -1.840 0.798 -1.166
H6 -2.117 1.323 0.481
H7 -0.978 -0.628 1.408
H8 -2.070 -1.233 0.173
H9 0.176 -2.298 -0.104
H10 -0.156 -1.235 -1.479

Results
M: 98.14 g/mol
E_HOMO: -9.491 eV
energy relative to the best compared isomer or geometry (same formula, charge and spin): 1.78 kcal/mol
orbital gap: 10.492 eV
total charge: 0
E_LUMO: 0.0368 Ha

The following is a DFT calculation (the ωB97M-V functional and the def2-TZVPD basis) of the molecule C6H10O.

Positions of all 17 atoms, in Å:
O1 0.417 -3.516 0.496
C1 -0.094 -2.670 -0.199
C2 -0.948 -1.537 0.304
C3 0.045 -0.348 0.320
C4 -0.338 0.906 -0.445
C5 -0.455 2.246 0.228
C6 0.757 1.922 -0.597
H1 0.160 -2.590 -1.278
H2 -1.785 -1.350 -0.380
H3 -1.342 -1.796 1.290
H4 0.979 -0.708 -0.136
H5 0.303 -0.103 1.357
H6 -0.988 0.746 -1.304
H7 -1.166 2.960 -0.180
H8 -0.343 2.291 1.308
H9 0.907 2.422 -1.549
H10 1.679 1.686 -0.067

Results
M: 98.14 g/mol
E_HOMO: -9.769 eV
energy relative to the best compared isomer or geometry (same formula, charge and spin): 23.84 kcal/mol
orbital gap: 10.889 eV
total charge: 0
E_LUMO: 0.0411 Ha

The following is a DFT calculation (the ωB97M-V functional and the def2-TZVPD basis) of a cluster of 2 separate species, C6H10O in total.

Positions of all 17 atoms, in Å:
C1 -1.729 -0.037 -0.864
C2 -0.658 -0.001 -0.083
C3 -0.512 -0.349 1.384
O1 0.880 -0.316 1.717
C4 1.618 -0.084 0.545
C5 1.351 -1.046 -0.565
C6 0.695 0.332 -0.540
H1 -1.644 0.264 -1.908
H2 -2.699 -0.345 -0.502
H3 -0.915 -1.338 1.627
H4 -1.034 0.410 1.976
H5 2.609 0.320 0.719
H6 0.752 -1.910 -0.278
H7 1.985 -1.197 -1.419
H8 0.925 1.071 -1.303
H9 -1.207 2.136 -0.336
H10 -0.580 2.497 -0.156

Results
M: 98.14 g/mol
E_HOMO: -8.833 eV
energy relative to the best compared isomer or geometry (same formula, charge and spin): 71.00 kcal/mol
orbital gap: 9.907 eV
total charge: 0
E_LUMO: 0.0395 Ha

The following is a DFT calculation (the ωB97M-V functional and the def2-TZVPD basis) of a cluster of 2 separate species, C6H10O in total in a non-equilibrium geometry.

Positions of all 17 atoms, in Å:
C1 -2.285 1.229 -0.900
C2 -1.708 0.336 -0.085
C3 1.409 -0.835 0.034
C4 0.583 0.339 -0.378
C5 0.818 -2.116 0.609
C6 0.902 1.773 -0.169
O1 0.962 -0.495 -1.326
H1 -3.244 1.524 -0.555
H2 -1.588 1.929 -1.526
H3 -2.134 -0.476 0.546
H4 2.432 -0.737 0.363
H5 0.941 -2.130 1.627
H6 1.168 -3.161 0.213
H7 -0.284 -2.290 0.516
H8 0.504 1.988 0.767
H9 0.260 2.343 -0.878
H10 1.900 1.987 -0.288

Results
M: 98.14 g/mol
E_HOMO (alpha / beta): -5.579 / -9.958 eV
energy relative to the best compared isomer or geometry (same formula, charge and spin): 68.67 kcal/mol
orbital gap (alpha / beta): 6.680 / 8.979 eV
total charge: 0
E_LUMO (alpha / beta): 0.0405 / -0.0360 Ha
multiplicity: 3

The following is a DFT calculation (the ωB97M-V functional and the def2-TZVPD basis) of the molecule C6H10O2 in a non-equilibrium geometry.

Positions of all 18 atoms, in Å:
C1 -1.022 0.442 2.039
C2 -0.309 -0.670 1.570
C3 0.106 -1.092 0.174
O1 1.382 -1.692 0.303
C4 0.254 -0.075 -1.011
O2 0.918 -0.638 -2.194
C5 0.351 1.415 -0.836
C6 -0.921 0.841 -1.433
H1 -1.231 0.818 3.192
H2 -1.486 1.070 1.215
H3 0.330 -1.460 2.296
H4 -0.537 -1.885 -0.369
H5 1.850 -1.293 1.200
H6 1.706 -1.010 -1.789
H7 0.444 1.631 0.328
H8 1.103 1.981 -1.421
H9 -1.782 0.962 -0.706
H10 -1.157 0.655 -2.562

Results
M: 114.14 g/mol
E_HOMO: -9.425 eV
energy relative to the best compared isomer or geometry (same formula, charge and spin): 101.11 kcal/mol
orbital gap: 10.099 eV
total charge: 0
E_LUMO: 0.0248 Ha

The following is a DFT calculation (the ωB97M-V functional and the def2-TZVPD basis) of a cluster of 3 separate species, C6H10O2 in total in a non-equilibrium geometry.

Positions of all 18 atoms, in Å:
C1 -1.885 0.767 0.148
C2 -0.362 -1.932 0.742
C3 0.836 1.799 -0.442
C4 0.188 -0.660 0.274
C5 0.261 0.560 0.059
C6 2.399 -0.907 -0.008
O1 -2.242 1.098 -1.147
O2 3.226 -0.215 -0.530
H1 -2.199 0.309 -1.702
H2 -1.935 1.643 0.785
H3 -2.451 -0.064 0.572
H4 2.708 -1.938 0.361
H5 -0.874 -2.464 -0.064
H6 0.449 -2.569 1.103
H7 -1.057 -1.785 1.570
H8 1.863 1.630 -0.770
H9 0.247 2.162 -1.286
H10 0.827 2.566 0.335

Results
M: 114.14 g/mol
E_HOMO (alpha / beta): -6.384 / -6.460 eV
energy relative to the best compared isomer or geometry (same formula, charge and spin): 149.63 kcal/mol
orbital gap (alpha / beta): 7.085 / 7.162 eV
total charge: 0
E_LUMO (alpha / beta): 0.0257 / 0.0258 Ha

The following is a DFT calculation (the ωB97M-V functional and the def2-TZVPD basis) of the molecule C6H10O2 in a non-equilibrium geometry.

Positions of all 18 atoms, in Å:
C1 0.963 -0.024 -1.945
C2 -0.438 -0.218 -1.327
C3 -0.105 -1.083 0.028
C4 -0.928 0.083 0.984
C5 0.075 0.570 1.861
O1 0.620 1.647 1.529
O2 0.617 0.020 2.958
C6 -0.876 0.862 -0.377
H1 1.630 0.681 -1.173
H2 0.925 0.595 -2.759
H3 1.738 -1.044 -1.985
H4 -1.241 -0.686 -1.937
H5 0.831 -1.158 0.554
H6 -0.586 -2.059 -0.264
H7 -1.644 -0.593 1.688
H8 0.430 -0.938 3.091
H9 -1.951 1.520 -0.615
H10 -0.059 1.825 -0.311

Results
M: 114.14 g/mol
E_HOMO: -9.679 eV
energy relative to the best compared isomer or geometry (same formula, charge and spin): 110.02 kcal/mol
orbital gap: 10.159 eV
total charge: 0
E_LUMO: 0.0177 Ha

The following is a DFT calculation (the ωB97M-V functional and the def2-TZVPD basis) of the molecule C6H10O2 in a non-equilibrium geometry.

Positions of all 18 atoms, in Å:
C1 -0.930 -0.517 2.005
C2 -0.267 0.357 1.254
O1 0.481 1.387 1.734
C3 -0.564 0.497 -0.460
C4 -1.791 0.577 -0.910
C5 0.795 0.196 -0.717
C6 1.301 -1.230 -0.626
O2 0.562 0.448 -2.413
H1 -1.505 -1.308 1.556
H2 -1.011 -0.405 3.080
H3 0.426 1.415 2.700
H4 -2.630 0.623 -0.234
H5 -1.940 0.669 -1.974
H6 1.500 0.974 -0.425
H7 1.693 -1.427 0.369
H8 2.100 -1.347 -1.355
H9 0.510 -1.939 -0.864
H10 1.268 1.029 -2.721

Results
M: 114.14 g/mol
E_HOMO: -9.089 eV
energy relative to the best compared isomer or geometry (same formula, charge and spin): 91.57 kcal/mol
orbital gap: 9.805 eV
total charge: 0
E_LUMO: 0.0263 Ha

The following is a DFT calculation (the ωB97M-V functional and the def2-TZVPD basis) of the molecule C6H10O2 in a non-equilibrium geometry.

Positions of all 18 atoms, in Å:
C1 0.520 -1.755 0.400
C2 0.155 -0.141 0.021
C3 -1.044 -0.084 -0.900
O1 -0.583 -0.800 -1.963
C4 1.026 1.140 -0.334
C5 0.391 1.778 0.804
O2 0.545 2.888 1.327
C6 -0.156 0.520 1.286
H1 -0.303 -2.381 1.082
H2 1.474 -1.568 0.885
H3 0.674 -2.343 -0.657
H4 -1.915 -0.803 -0.682
H5 -1.403 0.969 -1.089
H6 -1.236 -1.029 -2.804
H7 1.064 1.655 -1.398
H8 1.899 1.064 0.286
H9 0.282 0.406 2.320
H10 -1.390 0.485 1.417

Results
M: 114.14 g/mol
E_HOMO: -9.457 eV
energy relative to the best compared isomer or geometry (same formula, charge and spin): 110.46 kcal/mol
orbital gap: 9.924 eV
total charge: 0
E_LUMO: 0.0172 Ha

The following is a DFT calculation (the ωB97M-V functional and the def2-TZVPD basis) of a structure of composition C6H10O2 in a non-equilibrium geometry.

Positions of all 18 atoms, in Å:
C1 -1.724 0.582 0.781
C2 -1.070 -1.231 -0.849
C3 0.438 0.845 -0.473
C4 1.589 0.233 -0.085
C5 -0.602 -0.061 -0.005
C6 1.126 -0.859 0.731
O1 0.214 2.089 -0.943
O2 2.851 0.548 -0.463
H1 1.033 2.599 -0.855
H2 3.474 0.142 0.153
H3 -2.478 0.992 0.096
H4 -1.371 1.406 1.404
H5 -2.233 -0.154 1.407
H6 -1.972 -0.951 -1.410
H7 -1.344 -2.087 -0.225
H8 -0.308 -1.548 -1.560
H9 1.513 -1.863 0.532
H10 0.864 -0.681 1.767

Results
M: 114.14 g/mol
E_HOMO: -7.732 eV
energy relative to the best compared isomer or geometry (same formula, charge and spin): 63.97 kcal/mol
orbital gap: 8.397 eV
total charge: 0
E_LUMO: 0.0244 Ha

The following is a DFT calculation (the ωB97M-V functional and the def2-TZVPD basis) of the molecule C6H10O2 in a non-equilibrium geometry.

Positions of all 18 atoms, in Å:
C1 -1.854 -0.013 0.138
C2 -0.952 1.293 -0.039
C3 0.314 0.703 -0.473
O1 1.593 1.175 0.058
C4 2.429 -0.050 0.077
O2 1.550 -1.140 -0.157
C5 0.336 -0.632 0.182
C6 -0.982 -1.281 -0.167
H1 -2.754 0.143 -0.451
H2 -2.174 -0.128 1.234
H3 -0.826 1.787 0.990
H4 -1.342 1.996 -0.765
H5 0.484 0.543 -1.561
H6 2.824 -0.138 1.101
H7 3.293 -0.071 -0.617
H8 0.371 -0.390 1.223
H9 -1.231 -2.098 0.391
H10 -1.078 -1.699 -1.165

Results
M: 114.14 g/mol
E_HOMO: -9.741 eV
energy relative to the best compared isomer or geometry (same formula, charge and spin): 43.11 kcal/mol
orbital gap: 10.877 eV
total charge: 0
E_LUMO: 0.0417 Ha

The following is a DFT calculation (the ωB97M-V functional and the def2-TZVPD basis) of a structure of composition C6H10O2S in a non-equilibrium geometry.

Positions of all 19 atoms, in Å:
C1 -3.014 0.903 -0.156
C2 -1.807 1.058 0.373
C3 -0.948 0.049 1.158
C4 0.816 0.457 -1.110
C5 1.709 1.359 -0.332
C6 2.736 0.971 0.339
H1 -3.293 1.789 -0.787
H2 -3.793 -0.059 0.253
H3 -1.198 2.131 -0.168
H4 -1.538 -0.782 1.655
H5 -0.364 0.545 2.032
H6 0.096 1.057 -1.689
H7 1.431 -0.207 -1.736
H8 1.186 2.375 -0.121
H9 3.047 -0.149 0.446
H10 3.257 1.709 0.886
O1 -0.834 -1.591 -0.838
O2 1.205 -1.471 0.572
S1 0.078 -0.794 -0.017

Results
M: 146.21 g/mol
E_HOMO: -9.831 eV
energy relative to the best compared isomer or geometry (same formula, charge and spin): 77.77 kcal/mol
orbital gap: 10.572 eV
total charge: 0
E_LUMO: 0.0273 Ha

The following is a DFT calculation (the ωB97M-V functional and the def2-TZVPD basis) of the molecule C6H10O3 in a non-equilibrium geometry.

Positions of all 19 atoms, in Å:
C1 -0.071 1.923 -1.761
C2 -0.463 0.761 -1.224
O1 -1.392 -0.081 -1.806
C3 -1.315 -1.386 -1.392
C4 0.106 0.509 0.339
O2 1.187 -0.305 0.261
C5 1.780 -0.940 1.465
C6 -0.632 0.721 1.573
O3 0.295 1.682 1.034
H1 -0.519 2.179 -2.726
H2 0.752 2.293 -1.322
H3 -1.030 -1.429 -0.341
H4 -0.384 -1.786 -1.854
H5 -2.204 -1.995 -1.548
H6 2.467 -1.758 1.200
H7 0.969 -1.415 2.082
H8 2.352 -0.241 2.037
H9 -1.577 1.017 1.543
H10 -0.319 0.251 2.441

Results
M: 130.14 g/mol
E_HOMO: -8.747 eV
energy relative to the best compared isomer or geometry (same formula, charge and spin): 102.72 kcal/mol
orbital gap: 9.533 eV
total charge: 0
E_LUMO: 0.0289 Ha